# 1
The following is a DFT calculation (ωB97M-V/def2-TZVPD) of a 2-piece molecular cluster, C7H13N overall at a distorted geometry.

CARTESIAN COORDINATES (ANGSTROEM)
H: -1.421829 -0.067539 -2.870588
N: -0.471499 -0.417469 -2.740432
C: 0.171159 0.187412 -1.826414
C: 1.582879 -0.256787 -1.568983
C: -0.422829 1.174277 -0.891433
C: 0.317621 2.020129 -0.091652
H: 1.719298 -0.507754 -0.517407
H: 1.807479 -1.129556 -2.174200
H: 2.278977 0.542786 -1.820736
H: -1.396948 1.524544 -1.231913
H: 1.394786 2.038265 -0.192765
H: -0.074896 3.013548 0.093026
C: 0.107245 0.213142 2.209123
C: -0.641511 -0.575349 1.505610
C: -1.137301 -1.962863 1.704055
H: 0.345864 1.235385 1.565765
H: 0.565706 0.014119 3.164193
H: -0.895748 -0.068581 0.448814
H: -0.798118 -2.385106 2.649234
H: -2.228813 -1.977860 1.690624
H: -0.801523 -2.614743 0.896080

Forces on the atoms, in the same order (eV/Å):
H -0.0359 0.0050 0.3243
N -0.0125 0.3627 -0.5293
C 0.0094 -1.1264 0.9629
C 0.0402 0.0937 0.0074
C 1.2283 2.3895 -0.5102
C -0.6716 0.0059 -2.9750
H 0.0200 0.0566 0.0959
H -0.0190 0.0291 -0.0824
H 0.1171 0.0251 0.0223
H -0.2821 -0.3354 0.6502
H 0.1531 -0.5842 0.5818
H -0.3743 -0.2718 0.7255
C 0.9836 2.5083 -1.1950
C -0.8962 0.3068 -2.7586
C -0.1235 -0.0541 0.2401
H -0.2666 -2.1197 2.1509
H 0.0126 0.1586 0.1416
H 0.1038 -1.4326 2.1215
H -0.0039 -0.0115 0.0450
H -0.0049 -0.0481 0.0094
H 0.0225 0.0425 -0.0282

Results
E_tot = -329.1556 hartree
maximum force = 0.059 Eh/bohr
E_LUMO = 0.259 eV
net charge = 0
Kohn-Sham gap = 9.7 eV
HOMO energy = -9.415 eV
relative energy (zero: lowest compared OMol25 entry of this formula, charge and spin) = 3.152 eV
spin multiplicity = 1

# 2
The following is a DFT calculation (ωB97M-V/def2-TZVPD) of C7H13N as an isolated structure at a distorted geometry.

CARTESIAN COORDINATES (ANGSTROEM)
C: -1.173117 0.760902 -0.367666
C: 1.217942 0.350163 -0.458593
C: -1.743124 1.104028 0.986488
C: -2.108675 0.026865 -1.297115
C: 0.340770 -0.581322 0.049475
C: 2.973656 -0.533111 0.064321
C: 0.029244 -1.723275 0.607349
N: 3.639812 0.230681 0.823074
H: -0.786319 1.658716 -0.854065
H: 4.580354 -0.116042 1.059389
H: 1.298619 0.407713 -1.540432
H: 1.405985 1.243389 0.132945
H: 3.336685 -1.525030 -0.269725
H: -2.988914 0.640017 -1.540215
H: -1.001561 1.597763 1.621459
H: -2.103915 0.213418 1.509896
H: -2.594175 1.794742 0.898909
H: -1.623850 -0.221179 -2.245663
H: -2.481415 -0.898723 -0.847956
H: -1.006712 -1.976382 0.808078
H: 0.788710 -2.453332 0.860046

Forces on the atoms, in the same order (eV/Å):
C 0.5951 -2.4532 0.9710
C 6.5830 -2.3417 0.7785
C -0.1687 0.1126 0.0693
C -0.2293 0.0661 -0.0540
C -5.5517 2.4600 -0.5380
C -1.2641 2.2924 -0.4266
C 0.2978 0.2514 -0.2580
N 0.0403 -0.2982 -0.4761
H 0.5395 -0.3028 0.0541
H -0.4050 -0.2109 0.0731
H -0.2157 0.2778 0.1133
H -0.2076 0.0259 -0.2757
H -0.3964 0.2681 -0.1045
H 0.0823 -0.0336 0.0533
H -0.0202 -0.0945 -0.0385
H 0.0573 0.0513 -0.0627
H 0.0627 -0.0748 -0.0423
H -0.0031 -0.0255 0.1012
H 0.0722 0.0620 -0.0175
H 0.0665 0.0127 0.0349
H 0.0651 -0.0450 0.0452

Results
E_tot = -329.0777 hartree
maximum force = 0.137 Eh/bohr
E_LUMO = 1.013 eV
net charge = 0
Kohn-Sham gap = 8.4 eV
HOMO energy = -7.432 eV
relative energy (zero: lowest compared OMol25 entry of this formula, charge and spin) = 5.273 eV
spin multiplicity = 1

# 3
The following is a DFT calculation (ωB97M-V/def2-TZVPD) of one molecule with the formula C7H13N at a distorted geometry.

CARTESIAN COORDINATES (ANGSTROEM)
C: 0.551283 -2.037637 -0.608622
C: 0.071833 -0.820315 -0.584921
C: 0.254994 0.638023 -0.520595
C: 1.126057 1.171847 0.655706
C: 2.267221 0.257920 1.080931
C: -1.137775 0.103172 -0.303058
C: -2.190472 0.387522 -1.349689
N: -1.689554 0.093505 1.028211
H: -0.083480 -2.908341 -0.689708
H: 1.612994 -2.244455 -0.595955
H: 0.423989 1.134911 -1.469428
H: 0.483055 1.392298 1.509875
H: 1.539828 2.123002 0.318454
H: 2.892123 -0.006442 0.230493
H: 1.888223 -0.648266 1.548097
H: 2.890846 0.762006 1.817729
H: -2.939724 -0.405019 -1.367708
H: -1.741253 0.458048 -2.337100
H: -2.692880 1.326160 -1.119968
H: -1.016395 -0.276786 1.690490
H: -2.510915 -0.501153 1.066767

Forces on the atoms, in the same order (eV/Å):
C 0.2671 -0.3667 -0.1722
C -1.9101 1.2229 -0.2530
C 1.4252 -0.1473 1.4612
C -0.4122 0.3048 -0.6888
C -0.1513 0.1743 0.0944
C 0.4363 -1.2558 -0.7126
C 0.2324 -0.1197 0.1400
N 0.1318 0.1766 0.1792
H -0.2283 -0.0575 0.3133
H 0.1589 0.0893 -0.2137
H -0.0692 0.0018 -0.0513
H -0.0137 0.0551 -0.0108
H 0.0005 0.1087 0.1679
H 0.0556 -0.1162 -0.0411
H 0.0354 -0.1438 -0.0924
H 0.0816 0.0453 0.0228
H -0.0348 -0.0362 -0.0375
H -0.0017 -0.0276 -0.0750
H -0.0192 0.0861 0.0147
H -0.1011 0.0071 0.0053
H 0.1170 -0.0013 -0.0504

Results
E_tot = -329.2002 hartree
maximum force = 0.044 Eh/bohr
E_LUMO = 1.012 eV
net charge = 0
Kohn-Sham gap = 9.5 eV
HOMO energy = -8.496 eV
relative energy (zero: lowest compared OMol25 entry of this formula, charge and spin) = 1.938 eV
spin multiplicity = 1

# 4
The following is a DFT calculation (ωB97M-V/def2-TZVPD) of an isolated ion of composition C7H13N and charge +1 at a distorted geometry.

CARTESIAN COORDINATES (ANGSTROEM)
C: 0.772536 0.661985 1.647672
C: 1.138966 -0.541595 0.650592
C: 0.006831 -0.777896 -0.239443
C: -0.434774 -0.038368 -1.253951
C: 0.092211 1.227555 -1.783914
C: -0.493878 2.059325 -2.572248
C: -0.668885 -2.169537 -0.046589
N: -0.258324 0.214078 2.578329
H: 0.371496 1.489135 0.992379
H: 1.735050 1.032093 2.145181
H: 1.413321 -1.369438 1.358072
H: 2.034955 -0.148831 0.258507
H: -1.347282 -0.464691 -1.884189
H: 1.218091 1.422706 -1.697213
H: -1.655281 2.177497 -2.653325
H: -0.089819 3.028503 -2.736326
H: -1.459884 -1.965569 0.743589
H: -1.212117 -2.559719 -0.827528
H: 0.060207 -2.793491 0.266703
H: -1.173024 0.207128 2.036431
H: -0.050396 -0.690869 3.017273

Forces on the atoms, in the same order (eV/Å):
C -0.4142 0.8939 0.5193
C -0.6460 -0.0575 1.7697
C 1.0782 -4.4357 1.2348
C -2.5560 2.4113 -4.3283
C 4.0856 -3.7442 2.0667
C -5.6077 3.4419 -0.6471
C -1.3005 4.7915 1.8239
N -0.5309 0.5377 -1.7470
H 0.4194 -0.6680 1.0105
H -1.4099 -0.7665 -0.5488
H -0.4371 0.3815 -1.1443
H 1.0155 0.3429 -1.2372
H 1.8093 1.0472 1.6087
H -1.5740 -0.4195 0.5825
H 2.0853 -1.0758 -0.3130
H 0.9608 0.3528 -0.8193
H 0.9194 -0.5395 -0.2846
H -0.9803 -0.5218 -2.2108
H 1.9508 -2.2877 1.3113
H 1.4101 -0.2891 1.5097
H -0.2778 0.6048 -0.1566

Results
E_tot = -328.8682 hartree
maximum force = 0.129 Eh/bohr
E_LUMO (spin up / spin down) = -4.075 / -8.028 eV
net charge = +1
Kohn-Sham gap (spin up / spin down) = 9.7 / 5.2 eV
HOMO energy (spin up / spin down) = -13.768 / -13.214 eV
relative energy (zero: lowest compared OMol25 entry of this formula, charge and spin) = 2.724 eV
expectation value of S² = 0.771
spin multiplicity = 2

# 5
The following is a DFT calculation (ωB97M-V/def2-TZVPD) of a 2-piece molecular cluster, C7H13N2 overall at a distorted geometry.

CARTESIAN COORDINATES (ANGSTROEM)
C: 2.771825 0.854810 0.411955
C: 2.959300 -0.410839 0.774894
C: 1.860821 0.914184 -0.686853
C: 1.947063 -1.230069 -0.005089
C: -1.846566 0.116814 1.483440
C: 0.198227 -0.489612 -1.586698
C: -2.185883 0.204578 0.029406
N: 1.252118 -0.231070 -0.812848
N: -2.316140 1.314953 -0.693234
H: 3.097023 1.723886 0.947773
H: 3.724818 -0.848730 1.378969
H: 1.614320 1.904108 -0.968396
H: 2.335312 -2.056058 -0.613711
H: -2.856365 0.293753 2.030105
H: -1.201810 0.986204 1.784925
H: -1.496763 -0.823017 1.841697
H: -0.255105 0.131701 -2.437416
H: -0.047328 -1.482190 -1.552377
H: -2.154310 -0.709985 -0.559931
H: 1.226670 -1.692189 0.609554
H: -2.192991 2.298645 -0.288447
H: -2.547328 1.070732 -1.724525

Forces on the atoms, in the same order (eV/Å):
C 0.4819 -0.2315 0.4798
C -0.4854 -0.8575 -0.4760
C 0.7557 1.3212 2.1813
C 1.2205 -0.2203 -0.3037
C -2.1061 2.6388 0.2864
C -1.6727 1.0316 -0.9964
C 1.8842 0.7752 -0.7488
N -0.0323 1.2775 -1.8407
N -0.6241 -1.1128 -0.0152
H 0.7588 0.2917 -0.2934
H -0.0932 -0.0583 0.6088
H -1.0531 0.2637 -1.3067
H 0.1184 0.4984 -0.2231
H 1.4437 -0.2233 -0.6959
H -0.4275 -0.9189 -0.1793
H 0.4443 -0.6493 -0.2094
H 1.4500 -0.5989 1.7041
H -0.6990 -2.3908 -0.4337
H -0.6672 0.1022 0.1200
H -0.8586 -0.4940 1.0905
H -0.4333 -2.0042 -1.0981
H 0.5951 1.5593 2.3492

Results
E_tot = -383.6392 hartree
maximum force = 0.066 Eh/bohr
E_LUMO (spin up / spin down) = -4.436 / -4.435 eV
net charge = +1
Kohn-Sham gap (spin up / spin down) = 5.5 / 5.5 eV
HOMO energy (spin up / spin down) = -9.956 / -9.957 eV
relative energy (zero: lowest compared OMol25 entry of this formula, charge and spin) = 4.844 eV
spin multiplicity = 1

# 6
The following is a DFT calculation (ωB97M-V/def2-TZVPD) of a 2-piece molecular cluster, C7H13N2O overall at a distorted geometry.

CARTESIAN COORDINATES (ANGSTROEM)
C: 2.019634 -1.929730 -1.108709
C: 2.784158 -1.264498 -0.193185
C: 0.779180 -0.407156 -0.189496
C: -0.874575 0.063513 1.827512
C: -0.524134 2.150764 0.411462
C: -1.860259 0.236893 -0.567965
C: -0.833726 0.717637 0.407699
N: 0.807738 -1.291074 -1.166864
N: 1.906944 -0.391189 0.442774
O: -1.398996 0.203268 -1.888084
H: 2.507815 -2.536348 -1.869218
H: 3.771176 -1.531934 0.189145
H: 0.034922 0.472922 2.301869
H: -1.775375 0.389657 2.244825
H: -0.820230 -1.032262 1.573857
H: -0.946069 2.495401 -0.470961
H: 0.471139 2.430249 0.367040
H: -1.083550 2.656499 1.247208
H: -2.362049 -0.637337 -0.233220
H: -2.717261 0.955720 -0.427471
H: 0.129419 -1.582409 -1.940131
H: 2.063437 0.189835 1.347189
H: -2.079336 -0.358419 -2.305275

Forces on the atoms, in the same order (eV/Å):
C 2.8285 0.9322 -0.5294
C -0.1858 -1.5333 0.9601
C -5.4509 3.3454 0.2000
C 1.5975 -0.4959 -3.2677
C -1.9721 0.2713 0.9074
C -1.2888 2.0006 1.1975
C 3.1899 -3.8950 0.5341
N -0.3716 -2.0224 -1.8672
N 1.8902 1.2324 2.2639
O -0.8364 -0.8665 -0.2832
H -0.9271 -0.2450 0.1274
H -0.4291 0.4314 -0.2570
H -0.7278 -0.5462 0.4649
H -1.2718 0.2159 1.3108
H -0.2281 0.9992 1.2660
H -0.7125 1.2686 -1.7601
H 2.0611 0.3804 0.4514
H 0.7478 -0.4994 -0.5718
H 0.2326 -1.5454 0.1383
H 0.6254 0.0075 -0.4211
H 0.8788 1.4103 2.0834
H -0.1657 -1.4418 -2.4421
H 0.5158 0.5958 -0.5058

Results
E_tot = -458.9550 hartree
maximum force = 0.124 Eh/bohr
E_LUMO = -2.796 eV
net charge = +1
Kohn-Sham gap = 10.9 eV
HOMO energy = -13.726 eV
relative energy (zero: lowest compared OMol25 entry of this formula, charge and spin) = 3.237 eV
spin multiplicity = 1

Question: E_tot of number 1 (C7H13N)?
Answer: -329.1556 hartree

Question: Number 5 is which compound?
Answer: C7H13N2